Record 1
Entry from the Open Molecules 2025 dataset: C19H17LiN4STe as an isolated structure (the ωB97M-V functional and the def2-TZVPD basis).

Geometry (Å):
Li1 -1.843 2.345 -0.017
N1 -2.824 0.529 3.736
C1 -2.417 1.155 2.615
S1 -3.531 1.291 1.326
N2 -1.154 1.591 2.665
N3 -0.800 2.250 1.575
C2 0.412 2.633 1.389
C3 0.697 3.337 0.151
C4 2.009 3.634 -0.226
C5 2.238 4.329 -1.396
C6 1.152 4.741 -2.158
C7 -0.115 4.380 -1.734
N4 -0.351 3.678 -0.629
H1 -3.702 0.047 3.728
H2 -2.135 0.325 4.442
H3 1.208 2.442 2.106
H4 2.832 3.305 0.395
H5 3.247 4.554 -1.715
H6 1.286 5.321 -3.060
H7 -0.988 4.675 -2.305
Te1 -0.333 -0.014 -0.887
C8 0.466 -1.570 -2.117
C9 -0.343 -2.440 -2.834
C10 0.224 -3.499 -3.531
C11 1.597 -3.690 -3.512
C12 2.409 -2.814 -2.808
C13 1.844 -1.754 -2.113
C14 -0.503 -1.347 0.762
C15 -1.661 -2.097 0.917
C16 -1.796 -2.950 2.003
C17 -0.774 -3.053 2.936
C18 0.391 -2.317 2.771
C19 0.526 -1.464 1.686
H8 -1.416 -2.300 -2.844
H9 -0.411 -4.178 -4.086
H10 2.035 -4.525 -4.044
H11 3.482 -2.955 -2.795
H12 2.475 -1.071 -1.558
H13 -2.465 -2.004 0.198
H14 -2.708 -3.521 2.125
H15 -0.883 -3.707 3.792
H16 1.191 -2.403 3.495
H17 1.432 -0.886 1.556

Frontier orbital gap (eV): 7.3018
Max |F| (eV Å⁻¹): 0.917
Total energy (eV): -44273.484
LUMO (eV): -0.107
Charge: 0

Record 2
Entry from the Open Molecules 2025 dataset: one molecule with the formula C14H18ClFN2O4S in a non-equilibrium geometry (the ωB97M-V functional and the def2-TZVPD basis).

Geometry (Å):
C1 -1.634 -1.984 -1.919
S1 -0.340 -0.752 -1.657
O1 -0.732 0.486 -2.260
O2 0.913 -1.306 -2.063
N1 -0.282 -0.510 0.022
C2 -1.574 -0.338 0.656
C3 -2.409 0.651 -0.170
O3 -3.416 0.295 -0.751
N2 -1.956 1.908 -0.124
C4 -2.417 2.907 -1.065
C5 -1.559 4.170 -0.883
C6 -1.616 5.072 -2.119
C7 -0.526 4.473 -3.017
C8 0.342 3.647 -2.048
O4 -0.195 3.834 -0.743
C9 0.755 -1.111 0.742
C10 2.071 -0.820 0.384
C11 3.121 -1.393 1.073
C12 2.868 -2.237 2.140
F1 3.899 -2.777 2.813
C13 1.564 -2.520 2.523
Cl1 1.248 -3.566 3.858
C14 0.509 -1.962 1.818
H1 -1.567 -2.266 -2.962
H2 -1.419 -2.834 -1.285
H3 -2.597 -1.536 -1.705
H4 -2.137 -1.277 0.734
H5 -1.416 0.069 1.659
H6 -1.010 2.075 0.199
H7 -2.307 2.510 -2.080
H8 -3.473 3.122 -0.883
H9 -1.847 4.681 0.041
H10 -1.363 6.095 -1.838
H11 -2.599 5.066 -2.584
H12 -0.956 3.827 -3.779
H13 0.054 5.249 -3.512
H14 1.380 3.984 -2.012
H15 0.317 2.583 -2.309
H16 2.257 -0.156 -0.442
H17 4.144 -1.185 0.803
H18 -0.496 -2.201 2.122

Frontier orbital gap (eV): 9.5427
Max |F| (eV Å⁻¹): 1.041
Total energy (eV): -52055.249
LUMO (eV): 0.553
Charge: 0

Record 3
Entry from the Open Molecules 2025 dataset: one molecule with the formula C8H9NO4 in a non-equilibrium geometry (the ωB97M-V functional and the def2-TZVPD basis).

Geometry (Å):
C1 -2.150 1.740 -0.741
O1 -1.099 1.426 0.212
C2 0.143 0.899 -0.143
C3 1.384 1.597 0.058
C4 2.631 0.972 0.359
C5 2.532 -0.427 0.200
O2 3.723 -1.034 0.525
C6 1.355 -1.138 -0.370
C7 0.222 -0.458 -0.190
C8 -1.000 -1.487 -0.205
O3 -0.922 -2.492 -0.953
N1 -2.173 -1.494 0.625
O4 -2.305 -0.482 1.619
H1 -1.911 2.552 -1.451
H2 -3.334 1.501 -0.264
H3 -1.850 0.587 -1.198
H4 1.015 2.643 0.315
H5 3.510 1.548 0.275
H6 3.454 -2.070 0.023
H7 1.540 -2.122 -0.368
H8 -2.411 -2.575 0.745
H9 -2.355 0.315 0.928

Frontier orbital gap (eV): 8.9233
Max |F| (eV Å⁻¹): 7.758
Total energy (eV): -18114.022
LUMO (eV): 0.199
Energy relative to the best compared isomer or geometry (same formula, charge and spin) (kJ/mol): 609.2
Charge: 0

Record 4
Entry from the Open Molecules 2025 dataset: one molecule with the formula C7H11N3 in a non-equilibrium geometry (the ωB97M-V functional and the def2-TZVPD basis).

Geometry (Å):
C1 -0.958 -1.216 -0.341
C2 1.407 -1.309 0.477
C3 0.348 -1.679 -0.486
C4 -0.854 0.344 1.280
C5 0.135 1.636 1.433
C6 1.263 1.251 0.535
C7 -1.834 1.045 -0.903
N1 -1.188 0.101 0.038
N2 1.643 -0.150 0.939
N3 0.723 -2.802 -1.184
H1 -1.711 -1.618 -0.973
H2 -0.264 2.730 1.172
H3 0.264 1.661 2.524
H4 0.910 1.054 -0.403
H5 2.141 1.910 0.684
H6 -1.910 2.107 -0.556
H7 -1.310 1.095 -1.858
H8 -2.815 0.686 -1.185
H9 2.393 -0.198 1.638
H10 0.138 -3.305 -1.909
H11 1.480 -3.345 -0.921

Frontier orbital gap (eV): 7.7078
Max |F| (eV Å⁻¹): 4.532
Total energy (eV): -11900.649
LUMO (eV): 0.653
Energy relative to the best compared isomer or geometry (same formula, charge and spin) (kJ/mol): 582.7
Charge: 0

Record 5
Entry from the Open Molecules 2025 dataset: one molecule with the formula C6H11NO (the ωB97M-V functional and the def2-TZVPD basis).

Geometry (Å):
C1 -1.107 -0.707 0.124
C2 -1.046 0.367 -1.369
C3 -0.852 -2.159 -0.089
C4 -0.331 1.548 1.059
C5 -0.007 0.350 0.192
N1 2.410 0.550 0.622
C6 1.304 0.010 -0.050
O1 -2.137 -0.157 -0.743
H1 -0.554 -0.257 -2.110
H2 -1.090 1.431 -1.599
H3 2.262 1.451 1.051
H4 3.273 0.530 0.099
H5 1.533 -0.864 -0.647
H6 -1.791 -2.700 0.050
H7 -0.118 -2.510 0.640
H8 -0.479 -2.426 -1.091
H9 0.262 2.426 0.786
H10 -1.386 1.807 0.964
H11 -0.146 1.312 2.111

Frontier orbital gap (spin up / spin down) (eV): 7.0538 / 7.1487
Max |F| (eV Å⁻¹): 0.447
Total energy (eV): -9933.327
LUMO (spin up / spin down) (eV): 0.898 / 0.857
Energy relative to the best compared isomer or geometry (same formula, charge and spin) (kJ/mol): 494.7
Charge: 0

Record 6
Entry from the Open Molecules 2025 dataset: a 2-piece molecular cluster, C6H9N overall in a non-equilibrium geometry (the ωB97M-V functional and the def2-TZVPD basis).

Geometry (Å):
C1 1.794 0.620 0.316
C2 1.691 1.135 1.509
C3 -2.486 1.225 -0.721
C4 2.279 0.068 -0.744
C5 -1.234 -0.601 0.378
C6 -0.687 -1.884 0.171
N1 -1.707 0.280 -0.310
H1 1.552 2.218 1.518
H2 1.056 0.596 2.362
H3 -2.069 2.052 -1.291
H4 -3.538 1.070 -0.590
H5 3.269 -0.099 -1.048
H6 1.707 0.276 -1.684
H7 -0.861 -2.667 0.967
H8 0.396 -1.922 -0.083
H9 -1.161 -2.368 -0.751

Frontier orbital gap (eV): 8.0567
Max |F| (eV Å⁻¹): 4.621
Total energy (eV): -7852.257
LUMO (eV): 0.823
Energy relative to the best compared isomer or geometry (same formula, charge and spin) (kJ/mol): 569.5
Charge: 0

- What is the total energy in the first record?
  -44273.484 eV